Entry from the OMol25 dataset: a single C23H21ClN2O5 molecule (the ωB97M-V functional and the def2-TZVPD basis).

The structure (SMILES) is CCOC(=O)[C@@H]1[C@H]2COc3ccccc3[C@H]2N2C(=O)N(c3cccc(Cl)c3)C(=O)[C@@]12C. The charge is 0. Its energy relative to the best compared isomer or geometry (same formula, charge and spin) is 0.063 eV. Its strongest force on any atom is 0.61 eV Å⁻¹. The value obtained for the orbital gap is 9.43 eV. The calculation puts the LUMO energy at 0.543 eV. Its calculated total energy is -49933.943 eV.

Last column: Mulliken charge in e.
Positions of all 52 atoms, in Å:
C  2.53  4.87  2.17  -1.1825
C  2.04  4.56  0.77  -0.3419
O  1.45  3.25  0.70  -0.1917
C  0.18  3.14  1.08  -0.7715
O  -0.50  4.06  1.46  -0.5977
C  -0.32  1.70  1.00  0.1493
C  0.74  0.69  1.48  -0.0727
C  0.12  -0.52  2.21  -1.1948
O  0.10  -1.73  1.48  -0.3849
C  1.33  -2.07  0.96  0.2841
C  1.79  -3.37  1.05  -0.7312
C  3.02  -3.69  0.51  -0.4868
C  3.80  -2.72  -0.10  -0.7113
C  3.32  -1.42  -0.20  -0.5996
C  2.09  -1.09  0.32  -0.2904
C  1.45  0.25  0.18  0.3318
N  0.35  0.25  -0.79  0.1584
C  -0.26  -0.90  -1.22  -0.2269
O  0.27  -1.89  -1.64  -0.5791
N  -1.66  -0.69  -1.15  0.5945
C  -2.60  -1.69  -1.47  0.5738
C  -2.36  -3.02  -1.12  -0.2959
C  -3.30  -3.98  -1.44  -0.8038
C  -4.48  -3.64  -2.09  -0.5226
C  -4.70  -2.31  -2.42  0.0377
Cl  -6.17  -1.87  -3.22  -0.2257
C  -3.78  -1.33  -2.12  -0.3945
C  -1.96  0.52  -0.59  -0.2474
O  -3.05  0.93  -0.30  -0.6302
C  -0.63  1.26  -0.45  1.6032
C  -0.63  2.40  -1.48  -2.1937
H  3.02  5.84  2.18  0.4209
H  3.24  4.11  2.50  0.2935
H  1.70  4.89  2.86  0.3058
H  2.86  4.53  0.05  0.3434
H  1.29  5.29  0.46  0.3377
H  -1.24  1.67  1.59  1.0399
H  1.45  1.18  2.15  1.0518
H  -0.92  -0.33  2.47  0.3736
H  0.68  -0.69  3.15  0.2819
H  1.17  -4.12  1.53  0.4925
H  3.38  -4.71  0.57  0.4071
H  4.76  -2.97  -0.51  0.4093
H  3.91  -0.66  -0.71  0.4674
H  2.17  1.01  -0.13  0.7518
H  -1.45  -3.28  -0.62  0.3879
H  -3.11  -5.01  -1.18  0.4035
H  -5.21  -4.39  -2.34  0.4260
H  -3.97  -0.30  -2.37  0.5064
H  0.35  2.85  -1.54  0.3817
H  -1.37  3.14  -1.20  0.3988
H  -0.89  2.00  -2.46  0.4632



Entry from the OMol25 dataset: a molecular structure, C23H21CoN4O2Si (the ωB97M-V functional and the def2-TZVPD basis).

The expectation value of S² is 6.0356. The charge is 0. Its energy relative to the best compared isomer or geometry (same formula, charge and spin) is 0.000 eV. Its strongest force on any atom is 1.14 eV Å⁻¹. The value obtained for the orbital gap (alpha / beta) is 7.39 / 6.06 eV. The calculation puts the LUMO energy (alpha / beta) at -0.280 / -2.106 eV. Its calculated total energy is -79752.101 eV. Its spin multiplicity is 5.

Last column: Mulliken charge in e.
Positions of all 52 atoms, in Å:
Co  -0.07  0.24  0.16  0.0030
O  -2.85  2.66  1.97  -0.7247
C  -2.15  1.79  1.49  0.5367
N  -0.92  1.91  0.91  -0.0363
C  -0.19  3.05  0.85  0.3779
C  -0.51  4.30  1.40  -0.7573
C  0.39  5.34  1.32  -0.5256
C  1.63  5.19  0.68  -0.5599
C  1.99  3.99  0.13  -0.7061
C  1.11  2.89  0.22  0.3352
N  1.39  1.62  -0.12  0.3794
C  2.64  1.14  -0.41  0.0483
O  3.54  1.68  -1.02  -0.6598
C  2.80  -0.24  0.19  0.7416
C  4.05  -0.85  0.21  -0.7757
C  4.20  -2.03  0.91  -0.2425
C  3.10  -2.57  1.56  -0.8863
C  1.88  -1.91  1.46  0.0351
N  1.73  -0.77  0.80  -0.0134
C  -2.62  0.35  1.46  0.4789
C  -3.95  0.05  1.69  -0.6243
C  -4.36  -1.27  1.63  -0.2734
C  -3.41  -2.25  1.35  -0.8704
C  -2.10  -1.86  1.14  0.0195
N  -1.70  -0.59  1.19  -0.0002
H  -1.47  4.43  1.89  0.4978
H  0.14  6.29  1.77  0.3922
H  2.31  6.03  0.60  0.3865
H  2.94  3.86  -0.37  0.4963
H  4.86  -0.37  -0.31  0.4740
H  5.16  -2.52  0.96  0.4457
H  3.17  -3.49  2.13  0.4153
H  0.99  -2.32  1.93  0.4666
H  -4.63  0.86  1.90  0.4296
H  -5.39  -1.54  1.79  0.4345
H  -3.68  -3.29  1.29  0.3901
H  -1.35  -2.60  0.89  0.3881
C  0.15  -4.43  -2.73  -0.9546
Si  0.27  -2.78  -3.64  -0.0810
C  -0.93  -2.79  -5.09  -0.9563
C  2.04  -2.50  -4.25  -0.9624
C  -0.12  -1.46  -2.42  1.1397
C  -0.26  -0.61  -1.55  -1.3825
H  0.38  -5.27  -3.38  0.3071
H  -0.86  -4.58  -2.34  0.3028
H  0.84  -4.46  -1.88  0.2739
H  -0.62  -3.53  -5.83  0.2902
H  -0.97  -1.82  -5.59  0.3097
H  -1.94  -3.05  -4.77  0.2943
H  2.29  -3.17  -5.07  0.2988
H  2.75  -2.66  -3.44  0.2779
H  2.16  -1.47  -4.60  0.3262



Entry from the OMol25 dataset: a molecular structure, C23H21I2N3O2Pd (the ωB97M-V functional and the def2-TZVPD basis).

The charge is -2. Its energy relative to the best compared isomer or geometry (same formula, charge and spin) is 0.000 eV. Its strongest force on any atom is 0.45 eV Å⁻¹. The value obtained for the orbital gap is 5.43 eV. The calculation puts the LUMO energy at 4.007 eV. Its calculated total energy is -52444.594 eV.

Last column: Mulliken charge in e.
Positions of all 52 atoms, in Å:
Pd  -0.06  1.03  -0.16  0.3583
C  2.67  -1.85  0.18  -1.3186
C  3.36  -0.94  -0.80  1.6503
C  4.33  -1.45  -1.65  -0.7939
C  4.96  -0.63  -2.57  -0.7315
C  4.60  0.70  -2.66  -0.7956
C  3.62  1.24  -1.83  0.6708
C  3.19  2.67  -2.01  -1.2501
C  3.01  0.42  -0.88  0.2014
N  2.04  0.91  0.04  -0.4030
C  2.45  0.90  1.32  -0.1038
O  3.60  0.85  1.77  -0.7534
C  1.30  0.85  2.31  0.3022
C  1.41  0.96  3.68  -0.5211
C  0.25  0.85  4.45  -0.2332
C  -0.98  0.64  3.83  -0.5741
C  -1.01  0.54  2.45  0.1657
N  0.12  0.60  1.76  0.1052
C  -2.26  0.43  1.61  -0.0484
O  -3.33  0.14  2.15  -0.7652
N  -2.01  0.67  0.31  0.2778
C  -3.09  0.51  -0.61  -0.2076
C  -3.13  -0.64  -1.40  1.5792
C  -2.07  -1.69  -1.27  -1.1904
C  -4.16  -0.77  -2.32  -1.0593
C  -5.12  0.22  -2.46  -0.7312
C  -5.05  1.36  -1.68  -0.9320
C  -4.04  1.52  -0.75  1.0247
C  -3.91  2.77  0.07  -1.2518
H  2.80  -2.90  -0.11  0.4614
H  1.61  -1.64  0.24  0.0856
H  3.09  -1.72  1.19  0.2415
H  4.58  -2.50  -1.59  0.3353
H  5.73  -1.04  -3.23  0.3769
H  5.08  1.34  -3.39  0.3478
H  3.94  3.23  -2.58  0.4077
H  3.01  3.17  -1.06  0.2378
H  2.26  2.65  -2.58  0.0959
H  2.39  1.14  4.11  0.5136
H  0.31  0.94  5.52  0.4039
H  -1.91  0.57  4.38  0.5090
H  -1.08  -1.27  -1.48  0.1439
H  -2.25  -2.51  -1.98  0.4079
H  -2.04  -2.11  -0.26  0.2430
H  -4.20  -1.66  -2.95  0.3196
H  -5.91  0.11  -3.20  0.3769
H  -5.78  2.15  -1.81  0.3227
H  -4.73  3.46  -0.15  0.4211
H  -2.97  3.27  -0.16  0.2121
H  -3.93  2.55  1.14  0.2094
I  -0.54  2.13  -2.48  -0.3354
I  -2.11  5.44  -6.52  -1.0090



Entry from the OMol25 dataset: a molecular structure, C23H21IN3O2Pd (the ωB97M-V functional and the def2-TZVPD basis).

The expectation value of S² is 6.0637. The charge is +1. Its strongest force on any atom is 1.18 eV Å⁻¹. The value obtained for the orbital gap (alpha / beta) is 8.28 / 5.88 eV. The calculation puts the LUMO energy (alpha / beta) at -3.147 / -6.100 eV. Its calculated total energy is -44330.426 eV. Its spin multiplicity is 5.

Last column: Mulliken charge in e.
Positions of all 51 atoms, in Å:
Pd  -0.11  -0.53  0.02  0.3812
C  -3.59  -0.07  -2.35  -1.3489
C  -3.88  -0.90  -1.14  1.2260
C  -4.77  -1.95  -1.19  -0.8786
C  -4.94  -2.80  -0.10  -0.6705
C  -4.20  -2.62  1.08  -0.9372
C  -3.29  -1.61  1.18  1.0733
C  -2.48  -1.40  2.43  -1.0106
C  -3.14  -0.69  0.07  0.7821
N  -2.23  0.30  0.18  -0.1878
C  -2.43  1.62  -0.08  -0.5174
O  -3.51  2.16  -0.19  -0.6046
C  -1.15  2.40  -0.10  0.4646
C  -1.14  3.79  -0.08  -0.5092
C  0.08  4.44  -0.05  -0.4246
C  1.25  3.70  -0.01  -0.5113
C  1.16  2.31  -0.03  0.1602
N  -0.02  1.70  -0.09  -0.0454
C  2.39  1.45  0.10  -0.0718
O  3.48  1.94  0.29  -0.5890
N  2.11  0.11  0.14  -0.2148
C  2.99  -0.91  0.06  0.5777
C  2.82  -2.03  0.97  1.2897
C  1.90  -1.96  2.16  -1.6245
C  3.60  -3.14  0.81  -0.6858
C  4.57  -3.20  -0.19  -0.7205
C  4.78  -2.11  -1.04  -0.8278
C  4.02  -0.97  -0.95  1.1899
C  4.22  0.12  -1.95  -1.4652
H  -4.15  -0.43  -3.21  0.4411
H  -2.53  -0.11  -2.58  0.2422
H  -3.86  0.97  -2.17  0.3031
H  -5.34  -2.12  -2.10  0.4172
H  -5.64  -3.62  -0.17  0.4195
H  -4.36  -3.29  1.91  0.4169
H  -2.71  -2.16  3.17  0.4363
H  -2.68  -0.42  2.85  0.3167
H  -1.41  -1.45  2.19  0.0005
H  -2.08  4.31  -0.09  0.5196
H  0.12  5.52  -0.03  0.4685
H  2.23  4.15  0.04  0.5124
H  1.42  -0.99  2.27  0.3270
H  2.49  -2.12  3.07  0.4480
H  1.16  -2.76  2.11  0.3112
H  3.48  -3.98  1.48  0.4884
H  5.17  -4.09  -0.31  0.4108
H  5.54  -2.18  -1.81  0.3827
H  4.90  -0.21  -2.74  0.4520
H  4.64  1.00  -1.47  0.3337
H  3.28  0.42  -2.41  0.2905
I  -0.17  -2.62  -1.43  -0.2375



Please write out number 2 again, unchanged.
Entry from the OMol25 dataset: a molecular structure, C23H21CoN4O2Si (the ωB97M-V functional and the def2-TZVPD basis).

The expectation value of S² is 6.0356. The charge is 0. Its energy relative to the best compared isomer or geometry (same formula, charge and spin) is 0.000 eV. Its strongest force on any atom is 1.14 eV Å⁻¹. The value obtained for the orbital gap (alpha / beta) is 7.39 / 6.06 eV. The calculation puts the LUMO energy (alpha / beta) at -0.280 / -2.106 eV. Its calculated total energy is -79752.101 eV. Its spin multiplicity is 5.

Last column: Mulliken charge in e.
Positions of all 52 atoms, in Å:
Co  -0.07  0.24  0.16  0.0030
O  -2.85  2.66  1.97  -0.7247
C  -2.15  1.79  1.49  0.5367
N  -0.92  1.91  0.91  -0.0363
C  -0.19  3.05  0.85  0.3779
C  -0.51  4.30  1.40  -0.7573
C  0.39  5.34  1.32  -0.5256
C  1.63  5.19  0.68  -0.5599
C  1.99  3.99  0.13  -0.7061
C  1.11  2.89  0.22  0.3352
N  1.39  1.62  -0.12  0.3794
C  2.64  1.14  -0.41  0.0483
O  3.54  1.68  -1.02  -0.6598
C  2.80  -0.24  0.19  0.7416
C  4.05  -0.85  0.21  -0.7757
C  4.20  -2.03  0.91  -0.2425
C  3.10  -2.57  1.56  -0.8863
C  1.88  -1.91  1.46  0.0351
N  1.73  -0.77  0.80  -0.0134
C  -2.62  0.35  1.46  0.4789
C  -3.95  0.05  1.69  -0.6243
C  -4.36  -1.27  1.63  -0.2734
C  -3.41  -2.25  1.35  -0.8704
C  -2.10  -1.86  1.14  0.0195
N  -1.70  -0.59  1.19  -0.0002
H  -1.47  4.43  1.89  0.4978
H  0.14  6.29  1.77  0.3922
H  2.31  6.03  0.60  0.3865
H  2.94  3.86  -0.37  0.4963
H  4.86  -0.37  -0.31  0.4740
H  5.16  -2.52  0.96  0.4457
H  3.17  -3.49  2.13  0.4153
H  0.99  -2.32  1.93  0.4666
H  -4.63  0.86  1.90  0.4296
H  -5.39  -1.54  1.79  0.4345
H  -3.68  -3.29  1.29  0.3901
H  -1.35  -2.60  0.89  0.3881
C  0.15  -4.43  -2.73  -0.9546
Si  0.27  -2.78  -3.64  -0.0810
C  -0.93  -2.79  -5.09  -0.9563
C  2.04  -2.50  -4.25  -0.9624
C  -0.12  -1.46  -2.42  1.1397
C  -0.26  -0.61  -1.55  -1.3825
H  0.38  -5.27  -3.38  0.3071
H  -0.86  -4.58  -2.34  0.3028
H  0.84  -4.46  -1.88  0.2739
H  -0.62  -3.53  -5.83  0.2902
H  -0.97  -1.82  -5.59  0.3097
H  -1.94  -3.05  -4.77  0.2943
H  2.29  -3.17  -5.07  0.2988
H  2.75  -2.66  -3.44  0.2779
H  2.16  -1.47  -4.60  0.3262



- What is the formula in the second record?
  C23H21CoN4O2Si



- Which formula does entry 4 have?
  C23H21IN3O2Pd



- The highest charge belongs to which entry?
  C23H21IN3O2Pd